# 1
Formula: C3H9N3O
Source: the OMol25 dataset
Level of theory: wB97M-V/def2-TZVPD

Geometry as XYZ:
```
16
Properties=species:S:1:pos:R:3:forces:R:3:mulliken_charge:R:1
C 1.442 -0.657 -0.289 0.13 0.30 0.31 -0.94
N 0.212 -0.279 0.394 -0.05 -0.01 -0.31 0.03
C 0.366 -0.241 1.832 0.03 0.47 0.78 -0.86
N -0.282 0.941 -0.089 0.84 0.21 0.27 -0.24
C -1.162 0.943 -1.153 -0.36 -0.35 0.25 0.37
N -1.767 -0.269 -1.405 -0.48 0.68 -0.55 -0.36
O -1.387 1.973 -1.755 -0.09 -0.12 -0.24 -0.64
H 1.748 -1.625 0.113 0.20 0.11 -0.23 0.32
H 2.240 0.102 -0.130 -0.17 -0.36 0.09 0.33
H 1.270 -0.714 -1.360 -0.10 -0.20 -0.05 0.29
H -0.564 0.167 2.275 0.52 -0.37 -0.20 0.33
H 1.218 0.402 2.185 -0.48 -0.28 -0.37 0.30
H 0.559 -1.253 2.212 -0.15 0.22 -0.12 0.28
H 0.408 1.697 -0.158 -0.36 -0.19 0.06 0.29
H -1.664 -1.023 -0.746 0.00 0.17 0.03 0.24
H -2.637 -0.162 -1.925 0.52 -0.29 0.27 0.26
```
Positions in Å, forces in eV/Å.

Charge: 0
SMILES string: CN(C)NC(N)=O
Energy, a.u.: -359.21103
Relative energy (zero: lowest compared OMol25 entry of this formula, charge and spin), eV: 0.909
Largest force on an atom, eV/A: 1.0

# 2
Formula: C4H5N3
Source: the OMol25 dataset
Level of theory: wB97M-V/def2-TZVPD

Geometry as XYZ:
```
12
Properties=species:S:1:pos:R:3:forces:R:3:mulliken_charge:R:1
C 1.533 -0.369 -0.912 -1.16 -0.11 2.93 -0.73
N 0.075 0.095 -0.683 0.74 0.18 -2.23 -0.36
C -0.629 0.619 0.458 -0.12 0.09 0.32 0.54
C -2.107 0.584 0.181 -0.56 -0.16 -0.23 -0.07
N -3.241 0.569 -0.054 1.44 0.02 0.31 -0.37
C -0.327 -0.160 1.688 0.70 -0.95 1.19 0.14
N 0.088 -0.822 2.545 -0.65 0.91 -1.03 -0.40
H 2.031 -0.185 -1.901 -1.05 0.42 0.98 0.27
H 1.448 -1.456 -0.726 0.62 0.40 -0.35 0.30
H 2.111 0.029 -0.019 -0.29 -0.33 -1.43 0.28
H -0.541 -0.525 -1.172 -0.10 -0.17 -0.21 0.24
H -0.454 1.683 0.698 0.43 -0.31 -0.24 0.16
```
Positions in Å, forces in eV/Å.

Charge: 0
SMILES string: CNC(C#N)C#N
Energy, a.u.: -319.61201
Relative energy (zero: lowest compared OMol25 entry of this formula, charge and spin), eV: 2.727
Largest force on an atom, eV/A: 3.2

# 3
Formula: C3H7BrN4
Source: the OMol25 dataset
Level of theory: wB97M-V/def2-TZVPD

Geometry as XYZ:
```
15
Properties=species:S:1:pos:R:3:forces:R:3:mulliken_charge:R:1
N -0.617 -2.295 0.074 0.13 -2.49 -0.89 -0.31
C -0.194 -1.091 0.069 -5.63 4.48 0.99 0.61
N 1.074 -0.744 0.093 1.77 -1.77 0.49 -0.12
C 1.517 0.490 -0.136 2.14 2.13 -0.96 -0.04
N 0.763 1.547 -0.111 2.60 -0.68 -1.03 -0.07
C -0.648 1.576 0.089 -0.47 0.18 2.12 -0.42
N -1.248 0.264 0.326 4.15 -4.21 0.01 -0.26
Br -2.970 0.113 -0.197 -0.70 -0.33 -0.36 0.15
H 0.202 -3.019 -0.115 -2.73 1.22 0.62 0.33
H -1.678 -2.621 0.064 2.77 1.00 0.05 0.35
H 1.780 -1.469 0.333 -0.43 0.67 -0.41 0.32
H 2.638 0.525 -0.441 -2.01 0.45 0.90 0.38
H 1.212 2.468 -0.326 -0.39 -0.98 0.16 0.31
H -1.091 2.060 -0.736 -0.61 0.72 -1.07 0.44
H -0.742 2.197 1.015 -0.60 -0.41 -0.62 0.32
```
Positions in Å, forces in eV/Å.

Charge: +2
SMILES string: [NH2+]=C1NC=[NH+]CN1Br
Energy, a.u.: -2910.79511
Relative energy (zero: lowest compared OMol25 entry of this formula, charge and spin), eV: 2.600
Largest force on an atom, eV/A: 7.3

# 4
Formula: CH4ClNP2
Source: the OMol25 dataset
Level of theory: wB97M-V/def2-TZVPD

Geometry as XYZ:
```
9
Properties=species:S:1:pos:R:3:forces:R:3:mulliken_charge:R:1
C -1.776 0.674 -0.180 1.77 -2.72 0.02 -0.82
P -0.673 -0.276 0.990 0.07 0.82 -0.17 0.10
N 0.653 0.088 0.240 2.15 -0.53 1.26 -0.19
P 2.297 -0.601 0.747 -3.08 1.04 0.55 0.14
Cl 3.251 -0.254 -0.945 1.06 0.40 -1.42 -0.18
H -1.522 -0.163 -0.943 -1.36 1.78 0.31 0.23
H -2.783 0.764 0.155 -0.76 0.03 -0.21 0.35
H -1.223 1.567 -0.392 -0.12 0.50 -0.40 0.29
H 1.776 -1.798 0.328 0.28 -1.32 0.06 0.07
```
Positions in Å, forces in eV/Å.

Charge: 0
SMILES string: C/P=N/PCl
Energy, a.u.: -1238.11933
Relative energy (zero: lowest compared OMol25 entry of this formula, charge and spin), eV: 0.825
Largest force on an atom, eV/A: 3.3

# 5
Formula: C3H21HfO9
Source: the OMol25 dataset
Level of theory: wB97M-V/def2-TZVPD

Geometry as XYZ:
```
34
Properties=species:S:1:pos:R:3:forces:R:3:mulliken_charge:R:1
Hf 0.446 -0.682 1.782 -0.72 -0.53 -2.89 1.87
C -1.373 -0.585 3.743 -1.16 -2.22 -1.07 -0.60
O -1.138 -1.406 2.594 -1.49 -1.75 -0.32 -0.57
H -2.218 -1.002 4.301 0.17 0.41 0.05 0.26
H -1.546 0.401 3.379 -0.06 1.18 0.51 0.26
H -0.467 -0.866 4.180 1.07 1.08 2.82 0.29
C 2.915 0.219 -0.110 -1.10 0.76 -1.30 -0.64
O 2.123 -0.423 0.830 0.43 -0.04 0.00 -0.65
H 2.269 0.866 -0.783 0.61 -0.19 0.89 0.17
H 3.318 -0.467 -0.849 0.72 -0.31 0.33 0.25
H 3.646 0.842 0.400 0.38 -0.07 -0.35 0.30
C -0.494 1.625 -0.130 0.91 -2.58 0.06 -0.19
O -0.544 0.693 0.945 0.06 1.36 0.34 -0.46
H -1.524 1.900 -0.305 0.00 0.72 -0.34 0.31
H -0.091 0.969 -0.975 -0.49 1.39 0.43 -0.40
H 0.218 2.405 0.145 -0.41 0.35 -0.51 0.35
O -0.019 -1.865 0.129 0.33 -0.78 -1.04 -0.32
H -0.567 -2.605 -0.021 -1.62 -1.47 0.64 0.32
H 0.295 -1.727 -0.781 1.22 0.85 -0.57 0.29
O 0.807 -1.300 -2.330 2.17 -1.57 1.67 -0.68
H 1.460 -0.762 -2.751 0.75 0.54 -0.33 0.32
H -0.015 -1.049 -2.642 -2.81 0.98 -1.39 0.32
O -1.714 -0.528 -2.777 1.58 0.70 0.91 -0.70
H -2.355 -1.058 -3.178 -1.67 -1.60 -1.16 0.28
H -1.949 0.356 -3.020 -0.16 0.99 -0.26 0.31
O -2.988 -0.833 -0.317 1.03 -0.82 -1.23 -0.57
H -3.356 0.023 -0.185 -0.64 0.98 0.47 0.28
H -2.448 -0.707 -1.138 -0.59 -0.24 1.08 0.34
O 1.245 1.950 -3.427 0.75 -0.07 -0.37 -0.62
H 0.612 1.833 -2.727 -0.56 -0.09 0.15 0.31
H 0.904 1.575 -4.247 -0.19 0.11 0.22 0.33
O 1.254 0.496 3.232 1.80 2.79 1.79 -0.43
H 1.693 1.314 2.897 -0.31 -0.68 0.11 0.33
H 1.592 0.387 4.120 -0.02 -0.17 0.67 0.32
```
Positions in Å, forces in eV/Å.

Charge: +1
Energy, a.u.: -851.89500
Relative energy (zero: lowest compared OMol25 entry of this formula, charge and spin), eV: 0.789
Largest force on an atom, eV/A: 3.8

# 6
Formula: C11H17NO2P
Source: the OMol25 dataset
Level of theory: wB97M-V/def2-TZVPD

Geometry as XYZ:
```
32
Properties=species:S:1:pos:R:3:forces:R:3:mulliken_charge:R:1
C -4.020 1.534 -1.721 -0.27 1.42 -0.58 -0.38
C -2.870 1.558 -2.488 1.22 -3.04 1.48 -0.76
C -4.172 0.559 -0.798 -0.91 -1.64 2.55 -0.34
C -1.875 0.539 -2.176 -1.17 0.99 -1.98 -0.12
C -3.243 -0.397 -0.446 1.93 0.79 -1.46 -0.64
C -2.014 -0.409 -1.158 -0.76 0.41 0.12 0.69
C 3.599 -0.939 0.611 1.33 -1.00 1.74 0.05
C 2.388 -1.362 0.368 -1.86 0.16 -0.95 -0.49
C 4.814 -1.811 0.765 1.25 3.29 -0.67 -1.12
C -0.929 -1.456 -0.993 -1.08 -1.28 -1.52 -0.71
C -0.037 1.493 1.973 3.34 3.15 0.70 -0.46
N 0.123 2.863 1.875 0.44 -2.45 -1.04 -0.32
O 1.898 1.069 -0.829 -0.48 0.35 1.11 -0.55
O 0.368 -0.851 -1.109 -0.45 -0.31 0.44 -0.27
P 1.145 -0.051 0.056 -0.11 -0.25 -0.49 0.64
H -4.846 2.246 -1.730 0.37 0.03 -0.76 0.38
H -2.757 2.070 -3.403 0.14 1.00 -0.56 0.42
H -5.074 0.468 -0.195 -0.14 0.51 -0.32 0.32
H -1.146 0.391 -3.001 0.02 0.20 1.13 0.33
H -3.459 -1.051 0.357 -0.08 -0.78 0.56 0.41
H 3.677 0.041 1.014 0.39 1.22 -0.34 0.36
H 2.067 -2.384 0.094 0.40 0.57 0.22 0.28
H 4.483 -2.770 0.788 -0.61 -3.12 -0.25 0.39
H 5.312 -1.612 1.748 -0.10 0.08 -1.09 0.31
H 5.482 -1.610 -0.145 -0.52 -0.46 1.56 0.27
H -1.107 -2.093 -0.076 0.56 0.75 -0.81 0.34
H -0.989 -2.161 -1.931 0.19 1.14 1.92 0.26
H 0.655 0.984 2.656 -0.35 0.38 -0.41 0.39
H -0.946 1.047 1.823 -2.22 -0.72 -0.66 0.42
H -0.419 3.411 1.199 -0.17 -0.55 0.44 0.29
H 1.073 3.253 1.954 -0.67 -0.48 0.36 0.29
H 2.521 0.755 -1.482 0.36 -0.35 -0.42 0.35
```
Positions in Å, forces in eV/Å.

Charge: +1
Energy, a.u.: -975.63655
Relative energy (zero: lowest compared OMol25 entry of this formula, charge and spin), eV: 0.937
Largest force on an atom, eV/A: 4.6

# 7
Formula: C3H15NO3
Source: the OMol25 dataset
Level of theory: wB97M-V/def2-TZVPD

Geometry as XYZ:
```
22
Properties=species:S:1:pos:R:3:forces:R:3:mulliken_charge:R:1
C 0.300 1.308 1.364 -1.66 0.93 2.05 -1.11
C -1.115 1.741 0.978 -1.76 0.88 0.27 -0.50
C -2.128 0.596 0.908 -1.30 -1.71 -0.40 -0.37
N -2.268 -0.117 -0.449 1.39 -0.02 -1.37 -0.55
H 0.796 2.160 1.017 2.07 0.73 -0.34 0.31
H 0.555 0.395 0.954 0.66 -1.59 -1.78 0.38
H 0.531 1.093 2.433 -0.67 0.78 -0.33 0.34
H -1.529 2.635 1.536 0.56 -1.25 0.39 0.30
H -1.064 2.270 0.030 0.16 -0.48 -0.71 0.34
H -3.254 0.738 1.079 1.88 0.90 0.65 0.24
H -1.749 -0.133 1.722 -0.85 0.62 -1.52 0.25
H -1.999 0.406 -1.451 -0.56 -2.21 4.13 0.20
H -2.137 -1.170 -0.320 0.10 2.38 -1.02 0.21
O 1.433 -2.964 -4.667 -0.32 -0.23 -0.68 -0.64
H 0.516 -2.827 -4.400 0.15 0.01 0.03 0.32
H 1.354 -3.285 -5.587 0.16 0.22 0.66 0.32
O 4.133 1.533 0.759 -0.57 -2.90 2.46 -0.63
H 3.560 1.283 1.560 1.30 0.69 -1.92 0.33
H 3.873 2.385 0.523 -0.75 2.21 -0.54 0.31
O -0.338 -2.615 0.832 1.67 -0.79 0.64 -0.62
H 0.045 -2.398 -0.014 -0.36 0.55 -0.94 0.30
H 0.486 -3.033 1.191 -1.30 0.29 0.28 0.30
```
Positions in Å, forces in eV/Å.

Charge: 0
SMILES string: CCCN.O.O.O
Energy, a.u.: -403.67909
Relative energy (zero: lowest compared OMol25 entry of this formula, charge and spin), eV: 2.943
Largest force on an atom, eV/A: 4.7

# 8
Formula: C35H45CeOP3
Source: the OMol25 dataset
Level of theory: wB97M-V/def2-TZVPD

Geometry as XYZ:
```
85
Properties=species:S:1:pos:R:3:forces:R:3:mulliken_charge:R:1
Ce -2.373 -8.589 17.462 -0.09 0.40 -0.15 0.80
C -1.468 -10.889 21.086 0.05 -0.29 -0.62 -0.86
C 0.010 -10.637 21.280 -0.75 1.27 -0.49 0.41
C 0.674 -11.405 22.194 2.30 0.75 0.32 -0.73
C 1.998 -11.081 22.639 -2.30 -0.07 -1.33 -0.94
C 2.562 -9.959 22.098 -0.20 -0.12 0.19 -0.86
C 1.890 -9.155 21.191 -0.18 1.09 0.03 -0.66
C 0.631 -9.473 20.734 0.00 -1.32 0.04 0.66
P -0.302 -8.456 19.556 -2.21 -2.06 1.99 0.92
C 0.871 -7.459 18.711 0.04 2.16 0.66 1.21
C 2.008 -8.067 18.254 2.53 -0.90 -1.37 -0.73
C 3.200 -7.327 17.847 -2.56 -0.96 0.44 -0.86
C 3.167 -5.958 17.843 -2.48 0.41 0.47 -0.90
C 1.865 -5.402 18.031 0.54 1.17 -0.43 -0.59
C 0.740 -6.069 18.539 0.98 1.29 -0.82 0.77
C -0.427 -5.128 18.845 0.44 -1.55 0.87 -1.93
C -1.441 -7.694 20.827 0.51 1.02 -0.61 0.90
C -0.807 -7.010 21.886 0.16 0.69 0.58 -0.67
C -1.467 -5.991 22.572 -1.24 -0.41 -0.08 -0.94
C -2.839 -5.701 22.255 1.41 -0.81 -0.39 -0.73
C -3.490 -6.492 21.349 0.00 -0.87 -0.49 -0.92
C -2.848 -7.555 20.611 1.38 1.39 1.17 1.30
C -3.529 -8.354 19.679 -0.48 0.53 -1.73 -2.22
H -1.779 -10.873 20.013 0.30 -0.39 0.65 -0.27
H -2.075 -10.107 21.555 0.21 -0.09 0.16 0.28
H -1.691 -11.846 21.573 -0.32 0.19 -0.44 0.52
H 0.191 -12.264 22.546 -0.62 -1.09 0.73 0.50
H 2.481 -11.643 23.402 0.35 -0.48 0.31 0.44
H 3.524 -9.696 22.425 1.15 0.60 0.36 0.48
H 2.245 -8.136 21.002 0.45 -0.58 -0.40 0.45
H 1.992 -9.189 18.179 0.40 1.19 0.30 0.37
H 4.023 -7.801 17.394 0.98 -0.95 0.11 0.51
H 4.017 -5.306 17.711 0.06 -0.13 -0.48 0.44
H 1.708 -4.347 17.691 0.34 -0.79 0.82 0.33
H -0.386 -4.279 18.218 -0.06 0.80 -0.90 0.61
H -0.311 -4.747 19.847 0.06 0.09 0.58 0.48
H -1.412 -5.571 18.848 -0.37 -0.27 -0.24 0.10
H 0.231 -7.290 22.177 -0.84 0.41 -0.35 0.25
H -1.070 -5.494 23.442 0.51 0.07 -0.07 0.46
H -3.404 -4.908 22.720 0.19 0.08 0.32 0.44
H -4.560 -6.367 21.239 -0.06 0.00 -0.25 0.43
H -4.467 -7.929 19.320 -0.47 -0.68 0.33 0.47
H -3.344 -9.412 19.622 -0.42 -0.54 0.51 0.68
C -5.891 -6.563 16.146 2.02 0.28 -1.27 -1.53
P -4.720 -7.835 15.437 -1.81 -0.82 0.37 1.18
C -5.951 -9.170 15.123 1.37 -0.33 0.72 -1.24
C -4.386 -7.188 13.774 0.22 1.22 -1.15 0.27
C -5.303 -6.927 12.699 0.96 -0.44 0.50 -0.46
C -5.010 -5.987 11.675 0.71 -1.03 1.39 -0.72
C -3.759 -5.342 11.708 0.14 -0.02 0.89 -0.71
C -2.857 -5.623 12.745 0.67 0.25 -1.17 -0.58
C -3.123 -6.581 13.710 -1.07 0.42 0.36 0.05
P -2.037 -6.722 15.141 0.85 0.72 -0.69 1.04
C -1.749 -4.952 15.480 0.02 0.18 0.04 -1.19
C -0.431 -7.192 14.432 1.59 0.55 -0.46 -1.30
H -6.146 -6.724 17.154 -0.28 -0.51 1.26 0.45
H -6.733 -6.585 15.516 -1.28 0.18 -0.63 0.46
H -5.410 -5.591 16.067 -0.07 0.20 0.01 0.41
H -6.545 -9.229 16.046 -0.17 -0.17 -0.49 0.43
H -5.317 -10.086 15.053 -0.94 0.42 -0.32 0.14
H -6.525 -8.939 14.227 -0.19 -0.37 0.21 0.49
H -6.154 -7.610 12.690 -0.31 0.83 -0.30 0.28
H -5.734 -5.783 10.907 -0.07 -0.03 -0.20 0.44
H -3.444 -4.577 11.000 -0.43 -0.24 -0.06 0.41
H -1.884 -5.079 12.792 -0.93 -0.53 -0.35 0.21
H -1.536 -4.401 14.559 -0.20 -0.09 0.20 0.51
H -0.794 -5.010 16.000 -0.13 0.60 0.66 0.20
H -2.591 -4.453 16.022 0.95 -0.49 -0.20 0.28
H 0.134 -6.442 13.804 -0.97 -0.51 0.47 0.37
H -0.420 -8.133 13.893 -0.46 -0.12 -0.19 0.39
H 0.247 -7.380 15.265 0.11 0.08 0.32 0.36
C -3.391 -12.251 15.555 0.33 -0.01 -1.18 -1.66
C -2.117 -11.800 16.225 1.26 -0.11 0.75 1.51
C -0.926 -11.756 15.244 1.00 -0.41 -0.40 -1.35
C -1.666 -12.674 17.392 1.74 0.45 0.78 -1.41
O -2.288 -10.504 16.789 -0.34 -0.15 -0.66 -0.09
H -3.271 -13.291 15.204 -0.27 0.31 0.35 0.41
H -3.433 -11.647 14.631 -0.46 -0.16 0.26 0.30
H -4.310 -12.111 16.135 0.36 -0.16 0.06 0.32
H -0.594 -12.812 14.929 -0.50 1.57 0.55 0.39
H -0.072 -11.252 15.787 -0.75 -0.67 -0.62 0.25
H -1.103 -11.184 14.304 -0.17 -0.29 0.65 0.28
H -1.296 -13.648 17.058 -0.24 0.05 0.05 0.49
H -2.456 -12.803 18.110 -0.43 -0.15 0.33 0.39
H -0.777 -12.172 17.962 -1.55 -0.75 -1.11 0.13
```
Positions in Å, forces in eV/Å.

⟨S²⟩: 0.75
Charge: +1
Energy, a.u.: -2934.83600
Relative energy (zero: lowest compared OMol25 entry of this formula, charge and spin), eV: 1.392
Largest force on an atom, eV/A: 3.6
Spin multiplicity: 2